DFT (the ωB97M-V functional and the def2-TZVPD basis) results for a 10-piece molecular cluster, C60H150N10O20 overall.

Properties
Orbital gap (eV): 8.656
Relative energy (zero: lowest compared OMol25 entry of this formula, charge and spin) (kcal/mol): 283.6
Electronic energy (eV): -120478.622
Molecular weight (Da): 1331.91
Structure (SMILES): COCCNCCOC.COCCNCCOC.COCCNCCOC.COCCNCCOC.COCCNCCOC.COCCNCCOC.COCCNCCOC.COCCNCCOC.COCCNCCOC.COCCNCCOC
2S+1: 1

Each line ends with the Löwdin charge.
Atoms and positions in Å:
C (16.8754, -16.4633, 9.3981)  -0.11
O (17.8371, -16.6423, 10.4432)  -0.16
C (17.3614, -16.1427, 11.6528)  -0.25
C (17.3029, -14.5982, 11.9402)  -0.19
N (16.6365, -14.1958, 13.1517)  -0.07
C (15.9468, -12.9489, 13.2266)  -0.19
C (15.1235, -12.7282, 14.5061)  -0.24
O (14.0342, -13.5755, 14.4932)  -0.19
C (13.2278, -13.7067, 15.7229)  -0.05
H (15.9780, -17.0403, 9.6214)  0.08
H (17.2742, -16.8224, 8.4493)  0.09
H (16.4502, -15.4883, 9.1599)  0.08
H (18.0414, -16.6606, 12.3291)  0.13
H (16.4189, -16.6294, 11.9038)  0.11
H (16.8749, -14.1069, 11.0664)  0.10
H (18.3710, -14.3807, 11.9379)  0.11
H (16.0957, -15.0249, 13.3524)  0.10
H (15.4971, -12.5602, 12.3130)  0.10
H (16.8200, -12.3204, 13.4013)  0.11
H (14.8316, -11.6822, 14.6008)  0.11
H (15.6999, -13.0434, 15.3759)  0.09
H (13.4463, -12.8126, 16.3068)  0.07
H (13.5594, -14.5474, 16.3323)  0.08
H (12.1534, -13.6582, 15.5458)  0.08
C (17.7540, -3.2848, 26.2976)  -0.09
O (17.8777, -2.7034, 27.5802)  -0.18
C (18.1631, -1.3635, 27.6311)  -0.26
C (17.8963, -0.7368, 28.9821)  -0.19
N (17.5580, 0.7015, 29.0517)  -0.06
C (17.7174, 1.2080, 30.4111)  -0.24
C (17.0119, 2.5419, 30.7054)  -0.12
O (15.5272, 2.1826, 30.5824)  -0.24
C (14.6812, 3.1424, 30.0068)  -0.13
H (16.9353, -2.8553, 25.7203)  0.07
H (17.8591, -4.3572, 26.1333)  0.09
H (18.6056, -2.9262, 25.7195)  0.07
H (17.4094, -0.9722, 26.9478)  0.12
H (19.1628, -1.0855, 27.2974)  0.12
H (18.8750, -0.7924, 29.4588)  0.12
H (17.1551, -1.3475, 29.4976)  0.13
H (16.5658, 0.8550, 28.9416)  0.09
H (18.7981, 1.2548, 30.5452)  0.11
H (17.3790, 0.4575, 31.1254)  0.11
H (17.3662, 3.2832, 29.9890)  0.11
H (17.1944, 2.9659, 31.6928)  0.11
H (14.9076, 3.1330, 28.9406)  0.09
H (14.5516, 4.0753, 30.5554)  0.09
H (13.7739, 2.5438, 30.0875)  0.09
C (10.6299, -7.4235, 3.7035)  -0.12
O (11.7880, -8.0763, 4.2001)  -0.23
C (12.3680, -7.5563, 5.4115)  -0.15
C (11.3783, -7.8522, 6.6254)  -0.16
N (12.0828, -8.5745, 7.7518)  -0.08
C (11.1215, -9.0969, 8.7293)  -0.21
C (11.7044, -9.8984, 9.9001)  -0.19
O (12.9014, -10.5402, 9.4460)  -0.19
C (13.6962, -11.1995, 10.4138)  -0.11
H (10.6498, -6.3384, 3.8039)  0.08
H (9.7808, -7.8281, 4.2543)  0.08
H (10.4464, -7.6061, 2.6447)  0.08
H (12.4211, -6.5153, 5.0928)  0.11
H (13.3132, -8.0693, 5.5892)  0.12
H (10.5703, -8.5040, 6.2932)  0.10
H (10.9853, -6.8936, 6.9640)  0.11
H (12.6404, -9.3410, 7.4031)  0.10
H (10.4919, -9.6928, 8.0686)  0.10
H (10.4691, -8.3672, 9.2091)  0.12
H (10.9275, -10.6433, 10.0723)  0.12
H (11.8006, -9.2829, 10.7946)  0.11
H (14.6241, -11.6749, 10.0958)  0.08
H (13.1682, -11.9185, 11.0403)  0.08
H (13.9672, -10.4102, 11.1150)  0.07
C (29.0992, -8.5298, 18.3547)  -0.12
O (28.0449, -9.3641, 17.9275)  -0.23
C (26.6764, -8.8813, 17.9655)  -0.17
C (25.6714, -10.0651, 18.0984)  -0.18
N (24.2510, -9.7596, 18.4297)  -0.04
C (23.5858, -10.9861, 18.7859)  -0.21
C (23.0056, -11.8383, 17.6271)  -0.23
O (21.7732, -11.3110, 17.2636)  -0.21
C (21.2748, -11.8702, 16.0753)  -0.11
H (28.8897, -8.0633, 19.3173)  0.08
H (29.1246, -7.7417, 17.6021)  0.08
H (30.0638, -9.0293, 18.4443)  0.09
H (26.6135, -8.3419, 17.0204)  0.12
H (26.6168, -8.2058, 18.8189)  0.11
H (26.1360, -10.8868, 18.6433)  0.12
H (25.7517, -10.5789, 17.1405)  0.10
H (23.6344, -9.3506, 17.7422)  0.11
H (22.6450, -10.6371, 19.2117)  0.11
H (24.0692, -11.5777, 19.5633)  0.12
H (22.6252, -12.8242, 17.8943)  0.12
H (23.6327, -12.0459, 16.7600)  0.12
H (21.9330, -11.8146, 15.2082)  0.09
H (20.2326, -11.6583, 15.8366)  0.08
H (21.3294, -12.9541, 16.1761)  0.08
C (20.4666, -3.5115, 15.3217)  -0.11
O (20.3554, -3.4820, 16.7387)  -0.18
C (19.5477, -4.5412, 17.2797)  -0.22
C (19.5875, -4.5621, 18.7703)  -0.19
N (18.4641, -5.2189, 19.4714)  -0.03
C (17.1064, -4.6037, 19.3770)  -0.16
C (16.1832, -5.5199, 20.1962)  -0.21
O (15.9545, -6.8987, 19.8944)  -0.20
C (14.8437, -7.1290, 19.0901)  -0.12
H (20.9586, -4.3829, 14.8896)  0.08
H (21.2582, -2.8519, 14.9659)  0.08
H (19.5374, -3.3059, 14.7902)  0.09
H (19.8481, -5.5412, 16.9667)  0.12
H (18.5639, -4.5739, 16.8116)  0.11
H (19.9185, -3.6360, 19.2404)  0.10
H (20.4577, -5.2120, 18.8623)  0.09
H (18.6767, -5.3325, 20.4522)  0.08
H (16.6997, -4.4280, 18.3811)  0.11
H (16.9912, -3.6304, 19.8540)  0.10
H (15.2259, -5.0548, 20.4313)  0.12
H (16.6287, -5.6423, 21.1835)  0.12
H (13.8934, -6.8788, 19.5617)  0.09
H (14.9820, -8.2060, 18.9949)  0.08
H (14.9709, -6.7922, 18.0613)  0.08
C (15.0747, -8.4236, 24.1187)  -0.10
O (14.5395, -9.4290, 23.2623)  -0.21
C (15.4305, -10.2298, 22.4859)  -0.22
C (14.5412, -11.3494, 21.9031)  -0.18
N (15.3509, -12.3656, 21.1866)  -0.05
C (16.3645, -12.0985, 20.1583)  -0.20
C (17.1263, -13.3775, 19.7362)  -0.19
O (16.2904, -14.3073, 19.0132)  -0.20
C (16.1168, -14.0264, 17.6492)  -0.12
H (14.3040, -7.6552, 24.1797)  0.08
H (15.9372, -7.8709, 23.7463)  0.08
H (15.1544, -8.8433, 25.1215)  0.08
H (16.1809, -10.7335, 23.0952)  0.12
H (15.9997, -9.5963, 21.8056)  0.10
H (13.8554, -10.7998, 21.2583)  0.10
H (13.8802, -11.7139, 22.6894)  0.12
H (14.8504, -13.2326, 21.0531)  0.10
H (17.1773, -11.4498, 20.4848)  0.10
H (15.9849, -11.6775, 19.2273)  0.10
H (17.5303, -13.9025, 20.6018)  0.12
H (17.9959, -13.1397, 19.1234)  0.10
H (15.8114, -15.0033, 17.2743)  0.10
H (17.1224, -13.7905, 17.3010)  0.09
H (15.3499, -13.2854, 17.4234)  0.06
C (17.4710, -9.9480, 15.5270)  -0.09
O (17.4072, -10.5968, 16.8207)  -0.19
C (18.4900, -10.1752, 17.6408)  -0.18
C (18.0940, -8.7388, 18.2097)  -0.21
N (19.0488, -8.1944, 19.0956)  -0.04
C (19.1410, -8.6539, 20.4899)  -0.18
C (20.0577, -7.8986, 21.4241)  -0.22
O (19.6900, -6.5937, 21.8489)  -0.25
C (20.6940, -5.7936, 22.5847)  -0.04
H (16.7515, -10.4436, 14.8753)  0.06
H (18.3880, -9.9100, 14.9388)  0.09
H (17.2259, -8.9038, 15.7214)  0.07
H (19.5061, -10.0949, 17.2546)  0.10
H (18.4899, -10.8880, 18.4654)  0.10
H (17.0896, -8.8291, 18.6234)  0.10
H (17.9752, -7.9984, 17.4186)  0.11
H (18.8934, -7.1970, 19.0595)  0.06
H (19.6364, -9.6211, 20.4044)  0.12
H (18.2505, -8.7316, 21.1138)  0.11
H (20.9596, -7.6873, 20.8495)  0.11
H (20.2612, -8.3669, 22.3870)  0.13
H (20.3313, -4.9397, 23.1569)  0.08
H (21.3834, -5.4851, 21.7988)  0.06
H (21.2714, -6.4397, 23.2460)  0.08
C (20.9085, 1.8583, 19.9931)  -0.12
O (21.5802, 0.6262, 19.8452)  -0.23
C (22.5459, 0.5224, 18.7676)  -0.17
C (22.6234, -0.9384, 18.4545)  -0.24
N (23.3619, -1.7088, 19.3996)  -0.05
C (23.0154, -3.0911, 19.2175)  -0.20
C (24.1779, -3.9489, 19.7556)  -0.21
O (24.1556, -5.1314, 19.0393)  -0.22
C (23.1785, -6.1409, 19.1882)  -0.10
H (20.6703, 2.4953, 19.1413)  0.08
H (21.6240, 2.5277, 20.4706)  0.08
H (20.0533, 1.7328, 20.6573)  0.08
H (23.4185, 1.0521, 19.1497)  0.13
H (22.1965, 1.0832, 17.9007)  0.12
H (23.0451, -1.0593, 17.4567)  0.13
H (21.6200, -1.3641, 18.4488)  0.12
H (22.9069, -1.4232, 20.2549)  0.07
H (22.7410, -3.4181, 18.2146)  0.12
H (22.1029, -3.2628, 19.7884)  0.10
H (24.2306, -4.0916, 20.8349)  0.12
H (25.1816, -3.6430, 19.4607)  0.13
H (22.2940, -5.9473, 19.7950)  0.05
H (23.7676, -6.9104, 19.6870)  0.09
H (22.7881, -6.3350, 18.1891)  0.09
C (13.2435, -3.1256, 13.4029)  -0.15
O (13.1851, -4.1648, 14.3076)  -0.19
C (14.4240, -4.7705, 14.6858)  -0.19
C (14.9250, -5.7474, 13.5772)  -0.16
N (14.0855, -6.9499, 13.4712)  -0.04
C (14.1128, -8.0112, 14.4737)  -0.22
C (13.0464, -8.9539, 14.0128)  -0.27
O (11.8530, -8.2178, 14.0326)  -0.19
C (10.6318, -9.0859, 13.8988)  -0.03
H (14.1734, -2.8738, 12.8931)  0.08
H (12.9593, -2.1873, 13.8792)  0.08
H (12.5672, -3.3300, 12.5728)  0.09
H (14.2849, -5.2123, 15.6724)  0.11
H (15.1014, -3.9366, 14.8696)  0.11
H (15.9245, -6.0158, 13.9194)  0.11
H (15.1020, -5.2099, 12.6456)  0.11
H (13.0790, -6.8745, 13.4340)  0.09
H (13.9242, -7.7432, 15.5133)  0.11
H (15.0580, -8.5534, 14.4468)  0.10
H (13.1261, -9.6661, 14.8341)  0.11
H (13.2834, -9.5103, 13.1060)  0.11
H (9.8146, -8.4145, 14.1623)  0.08
H (10.5330, -9.8517, 14.6681)  0.08
H (10.4928, -9.4604, 12.8846)  0.07
C (22.8647, -2.8238, 25.8160)  -0.16
O (23.1454, -2.7868, 24.4720)  -0.19
C (23.0144, -1.4444, 23.9904)  -0.18
C (22.0190, -1.3968, 22.7999)  -0.17
N (20.6212, -1.5685, 23.3208)  -0.03
C (19.6888, -1.6702, 22.1622)  -0.19
C (18.2073, -1.8196, 22.4460)  -0.25
O (17.6287, -0.7379, 23.1400)  -0.21
C (16.1527, -0.7796, 23.3736)  -0.05
H (22.7880, -3.7793, 26.3348)  0.09
H (21.9314, -2.3552, 26.1282)  0.07
H (23.7079, -2.3182, 26.2867)  0.09
H (24.0182, -1.3460, 23.5770)  0.13
H (22.6773, -0.8267, 24.8227)  0.11
H (22.3451, -2.1902, 22.1274)  0.10
H (22.0426, -0.4210, 22.3147)  0.10
H (20.2579, -1.0369, 24.0989)  0.11
H (19.6947, -2.5489, 21.5172)  0.10
H (19.8957, -0.8212, 21.5106)  0.10
H (17.9156, -2.6345, 23.1085)  0.12
H (17.7323, -1.9514, 21.4739)  0.11
H (15.8920, -1.2662, 24.3134)  0.06
H (15.6728, -1.3306, 22.5647)  0.08
H (15.7790, 0.2429, 23.4276)  0.08

Cartesian forces (eV/Å) of the 6 atoms listed first:
C -0.369 -0.810 -0.501
O -0.817 1.642 -1.733
C -0.168 -0.710 2.035
C 1.314 -0.387 -1.667
N -0.287 -3.089 0.232
C 1.395 1.303 1.030